1.
95
Properties=species:S:1:pos:R:3:lowdin_charge:R:1 method="wB97M-V/def2-TZVPD" homo_energy_ev=-16.3 gap_ev=6.05 charge=+3 e_above_lowest_kj_mol=118.62 e_lumo_ev=-10.27
Ti 0.651 -1.239 0.116 0.95
O 1.658 -2.611 -3.572 0.21
C 1.602 -2.058 -2.519 -0.42
N 0.848 -2.424 -1.388 -0.02
C 0.075 -3.606 -1.453 -0.40
O -0.069 -4.325 -2.387 0.22
C -0.523 -3.881 -0.107 -0.18
C -1.364 -4.957 0.091 0.07
C -1.771 -5.238 1.388 0.04
C -1.299 -4.438 2.425 0.01
C -0.493 -3.354 2.135 -0.16
N -0.124 -3.057 0.878 -0.05
C 2.394 -0.830 -2.213 -0.21
C 3.312 -0.347 -3.120 0.05
C 4.042 0.784 -2.786 0.03
C 3.843 1.349 -1.535 0.02
C 2.920 0.787 -0.671 -0.06
N 2.171 -0.276 -1.005 0.00
H -1.659 -5.551 -0.763 0.15
H -2.428 -6.073 1.592 0.14
H -1.567 -4.643 3.452 0.14
H -0.146 -2.694 2.922 0.12
H 3.432 -0.865 -4.062 0.15
H 4.762 1.204 -3.475 0.14
H 4.407 2.212 -1.212 0.13
H 2.797 1.189 0.318 0.08
N 1.339 -0.344 3.143 -0.10
P 0.504 0.712 2.070 1.02
C -0.674 1.475 3.242 -0.35
C -1.954 1.845 2.841 -0.13
C -2.790 2.526 3.713 -0.04
C -2.353 2.848 4.988 -0.03
C -1.063 2.513 5.380 -0.04
C -0.220 1.843 4.511 -0.08
C 1.613 2.156 1.894 -0.40
C 2.793 2.328 2.608 -0.09
C 3.525 3.497 2.444 -0.04
C 3.085 4.483 1.573 -0.04
C 1.908 4.307 0.854 -0.04
C 1.172 3.146 1.015 -0.10
C 2.228 -1.300 2.739 -0.37
C 3.092 -1.914 3.655 0.03
C 3.989 -2.853 3.209 0.02
C 4.029 -3.170 1.843 -0.01
C 3.145 -2.559 1.005 -0.09
N 2.227 -1.643 1.432 -0.04
H 1.315 -0.140 4.131 0.11
H -2.299 1.625 1.839 0.05
H -3.784 2.811 3.395 0.12
H -3.006 3.376 5.669 0.13
H -0.701 2.794 6.360 0.13
H 0.801 1.663 4.829 0.11
H 3.153 1.562 3.285 0.11
H 4.440 3.643 3.004 0.12
H 3.657 5.394 1.458 0.12
H 1.563 5.078 0.176 0.12
H 0.250 3.001 0.462 0.07
H 3.050 -1.629 4.698 0.14
H 4.664 -3.338 3.902 0.14
H 4.742 -3.885 1.458 0.13
H 3.144 -2.789 -0.051 0.12
F -6.648 1.514 -0.060 0.20
C -5.425 1.163 -0.366 -0.11
C -4.892 1.478 -1.610 -0.11
F -5.618 2.124 -2.492 0.19
C -3.595 1.099 -1.918 -0.20
F -3.134 1.368 -3.131 0.15
C -2.784 0.429 -0.999 -0.33
P -1.093 -0.070 -1.528 1.11
C -1.674 -1.225 -2.829 -0.35
C -1.262 -1.237 -4.157 -0.06
C -1.816 -2.152 -5.042 -0.02
C -2.796 -3.035 -4.621 -0.02
C -3.232 -3.008 -3.303 -0.04
C -2.666 -2.119 -2.407 -0.11
C -0.461 1.502 -2.209 -0.34
C 0.417 1.536 -3.290 -0.09
C 0.833 2.747 -3.821 -0.04
C 0.398 3.939 -3.261 -0.03
C -0.436 3.914 -2.151 -0.05
C -0.866 2.707 -1.627 -0.12
C -3.366 0.081 0.213 -0.55
Br -2.433 -1.036 1.422 0.99
C -4.659 0.445 0.542 -0.24
F -5.169 0.099 1.713 0.12
H -0.547 -0.522 -4.532 0.10
H -1.482 -2.162 -6.070 0.13
H -3.228 -3.738 -5.320 0.13
H -4.018 -3.675 -2.975 0.12
H -3.029 -2.099 -1.384 0.09
H 0.761 0.619 -3.743 0.08
H 1.481 2.759 -4.688 0.12
H 0.697 4.883 -3.695 0.13
H -0.769 4.841 -1.701 0.13
H -1.543 2.711 -0.781 0.11

2.
94
Properties=species:S:1:pos:R:3:lowdin_charge:R:1 method="wB97M-V/def2-TZVPD" homo_energy_ev=-5.7 gap_ev=7.65 charge=-1 e_above_lowest_kj_mol=168.72 e_lumo_ev=1.92
In -0.524 0.014 0.340 0.49
S -0.346 0.336 2.824 0.60
C 1.181 -0.464 2.609 -1.15
S 1.561 -1.196 1.082 0.57
C 2.084 -0.531 3.650 -0.39
C 3.278 -1.291 3.546 -0.26
N 4.240 -1.922 3.489 0.15
C 1.906 0.228 4.834 -0.26
N 1.805 0.894 5.770 0.15
C 0.929 6.182 -3.744 -0.05
C 0.540 5.001 -2.894 -0.27
C -0.764 4.800 -2.496 0.00
C -1.157 3.676 -1.757 -0.06
C -2.509 3.571 -1.155 -0.29
O -3.024 2.531 -0.798 0.11
C -3.222 4.877 -0.904 -0.16
C -2.549 5.989 -0.399 -0.08
C -3.228 7.174 -0.169 -0.07
C -4.583 7.263 -0.456 -0.09
C -5.261 6.159 -0.950 -0.08
C -4.587 4.965 -1.156 -0.02
C -0.215 2.647 -1.501 -0.28
O -0.628 1.484 -1.047 -0.16
C 1.148 2.932 -1.803 -0.15
C 1.500 4.071 -2.491 0.01
C 2.160 1.925 -1.387 -0.23
N 2.844 2.002 -0.323 0.12
C 2.820 3.133 0.587 -0.30
C 1.500 3.869 0.838 -0.49
Te 1.652 5.039 2.655 1.25
C -0.376 4.723 3.208 -0.56
C -0.691 4.220 4.463 -0.15
C -2.017 3.974 4.791 -0.09
C -3.025 4.222 3.870 -0.08
C -2.711 4.731 2.618 -0.07
C -1.386 4.987 2.294 -0.14
C 2.316 0.730 -2.262 -0.16
C 3.140 -0.327 -1.867 -0.06
C 3.278 -1.445 -2.670 -0.08
C 2.630 -1.508 -3.896 -0.09
C 1.809 -0.466 -4.299 -0.08
C 1.636 0.637 -3.477 -0.02
H 0.089 6.866 -3.853 0.07
H 1.230 5.849 -4.739 0.08
H 1.767 6.727 -3.308 0.08
H -1.514 5.526 -2.783 0.12
H -1.491 5.921 -0.186 0.10
H -2.693 8.034 0.212 0.11
H -5.108 8.196 -0.296 0.10
H -6.313 6.234 -1.190 0.10
H -5.104 4.089 -1.526 0.12
H 2.544 4.243 -2.731 0.14
H 3.562 3.858 0.231 0.12
H 3.199 2.742 1.536 0.08
H 0.677 3.172 0.984 0.05
H 1.249 4.534 0.017 0.03
H 0.098 3.995 5.170 0.09
H -2.257 3.570 5.767 0.10
H -4.056 4.013 4.126 0.10
H -3.487 4.933 1.890 0.10
H -1.144 5.391 1.320 0.05
H 3.665 -0.242 -0.927 0.09
H 3.899 -2.269 -2.342 0.10
H 2.772 -2.366 -4.540 0.10
H 1.307 -0.509 -5.257 0.10
H 0.972 1.433 -3.784 0.12
N -6.656 -2.050 -0.768 0.08
C -5.635 -1.512 -0.669 -0.39
N -4.542 -0.824 -0.558 0.12
C -3.312 -0.914 -0.518 -0.32
N -2.130 -0.979 -0.525 0.05
Te -0.683 -3.223 1.966 1.36
C 0.306 -4.510 0.576 -0.51
C -0.252 -4.764 -0.671 -0.13
C 0.386 -5.608 -1.567 -0.09
C 1.597 -6.193 -1.229 -0.10
C 2.165 -5.930 0.009 -0.09
C 1.522 -5.094 0.910 -0.14
C -2.296 -4.590 2.296 -0.51
C -2.391 -5.284 3.496 -0.15
C -3.488 -6.093 3.756 -0.10
C -4.498 -6.220 2.815 -0.10
C -4.408 -5.537 1.611 -0.09
C -3.315 -4.721 1.359 -0.14
H -1.188 -4.293 -0.947 0.09
H -0.060 -5.803 -2.535 0.10
H 2.096 -6.849 -1.931 0.10
H 3.114 -6.378 0.274 0.10
H 1.972 -4.890 1.874 0.09
H -1.605 -5.184 4.235 0.09
H -3.557 -6.616 4.701 0.10
H -5.356 -6.848 3.020 0.10
H -5.200 -5.619 0.878 0.10
H -3.267 -4.167 0.429 0.08

3.
91
Properties=species:S:1:pos:R:3:lowdin_spin:R:1 method="wB97M-V/def2-TZVPD" homo_energy_ev="-10.1 / -10.6" gap_ev="7.26 / 6.41" charge=+1 s2=2.011 e_above_lowest_kj_mol=185.92 e_lumo_ev="-2.81 / -4.18" multiplicity=3
Pd 0.287 -0.498 -0.620 0.59
O -0.089 -3.248 1.768 0.06
S -0.498 -2.069 0.991 0.07
C -0.851 -0.850 2.285 0.00
C -1.871 -0.996 3.208 0.00
C -1.934 -0.149 4.303 0.00
C -0.943 0.800 4.502 0.00
C 0.107 0.911 3.604 0.00
C 0.152 0.106 2.471 0.00
P 1.510 0.206 1.246 0.09
C 2.076 1.925 1.164 0.02
C 1.294 3.023 1.515 0.01
C 1.757 4.309 1.273 0.00
C 3.000 4.510 0.694 0.01
C 3.793 3.421 0.359 0.00
C 3.325 2.136 0.571 0.01
C 2.864 -0.671 2.080 0.02
C 3.063 -2.022 1.809 0.00
C 4.071 -2.715 2.463 0.00
C 4.883 -2.061 3.378 0.00
C 4.687 -0.713 3.645 0.00
C 3.679 -0.015 3.000 0.01
C -2.048 -2.530 0.183 0.01
C -2.986 -3.205 0.952 0.00
C -4.214 -3.558 0.419 0.00
C -4.474 -3.291 -0.916 0.00
C -3.482 -2.740 -1.712 0.00
C -2.245 -2.338 -1.194 0.00
P -1.046 -1.941 -2.566 0.03
C -1.120 -0.045 -2.729 0.01
C -0.140 0.944 -2.913 0.01
C -0.461 2.193 -3.439 0.00
C -1.765 2.525 -3.744 0.00
C -2.762 1.589 -3.518 0.00
C -2.433 0.333 -3.050 0.00
C 0.559 -2.681 -1.980 0.01
C 1.774 -2.387 -2.603 0.04
C 2.929 -3.092 -2.312 0.00
C 2.886 -4.151 -1.418 0.00
C 1.668 -4.534 -0.881 0.00
C 0.513 -3.829 -1.176 0.00
H -2.616 -1.769 3.090 0.00
H -2.745 -0.247 5.012 0.00
H -0.984 1.453 5.364 0.00
H 0.902 1.623 3.786 0.00
H 0.328 2.873 1.981 0.00
H 1.144 5.157 1.553 0.00
H 3.352 5.513 0.495 0.00
H 4.768 3.575 -0.078 0.00
H 3.937 1.282 0.294 0.00
H 2.430 -2.531 1.092 0.00
H 4.224 -3.765 2.254 0.00
H 5.675 -2.599 3.881 0.00
H 5.324 -0.200 4.354 0.00
H 3.535 1.038 3.208 0.00
H -2.733 -3.474 1.970 0.00
H -4.950 -4.055 1.036 0.00
H -5.425 -3.565 -1.352 0.00
H -3.642 -2.666 -2.781 0.00
H 1.581 1.508 -1.896 0.02
H 0.338 2.908 -3.601 0.00
H -1.993 3.496 -4.163 0.00
H -3.796 1.825 -3.734 0.00
H -3.225 -0.396 -2.937 0.00
H 1.815 -1.622 -3.367 0.03
H 3.855 -2.827 -2.806 0.00
H 3.791 -4.692 -1.176 0.00
H 1.606 -5.395 -0.229 0.00
H -0.428 -4.188 -0.788 0.00
N -2.319 3.420 -0.288 0.00
C -1.291 2.542 -0.371 0.00
N -1.607 1.323 -0.026 0.00
C -2.961 1.395 0.319 0.00
C -3.849 0.425 0.779 0.00
C -5.146 0.803 1.060 0.00
C -5.579 2.123 0.891 0.00
C -4.724 3.101 0.430 0.00
C -3.417 2.717 0.156 0.00
H -2.276 4.401 -0.498 0.00
H -0.305 2.858 -0.669 0.00
H -3.536 -0.595 0.903 0.00
H -5.843 0.059 1.424 0.00
H -6.605 2.377 1.121 0.00
H -5.060 4.121 0.292 0.00
N 1.255 0.781 -2.539 0.17
C 2.122 0.422 -3.491 0.57
C 3.285 0.955 -3.906 0.12
C 4.245 0.291 -4.724 0.01
N 5.045 -0.209 -5.379 0.01
C 3.470 2.353 -3.659 0.02
N 3.514 3.475 -3.407 0.02